93
Properties=species:S:1:pos:R:3:forces:R:3 method="wB97M-V/def2-TZVPD" e_homo_ev=-5.4 total_charge=-1 e_lumo_ev=1.837 molar_mass_g_mol=1230.26 e_above_lowest_kcal_mol=5.7 e_tot_ev=-177486.0731
Cl -7.076525 1.468899 5.482938 0.00 0.00 -0.01
N -1.395072 3.606203 -2.033940 0.00 0.02 -0.06
H -4.037663 -1.078290 -4.454854 0.00 0.00 0.00
O -1.883812 1.363891 2.703622 -0.07 -0.08 0.10
C -1.013753 -5.160163 -0.660992 0.00 0.00 -0.01
H 1.324757 1.774202 -1.500135 0.03 -0.11 0.00
H 1.552923 -1.073517 -0.341053 -0.01 -0.01 -0.01
C 4.978193 -0.461072 -4.852976 0.00 0.00 0.00
C 0.067636 -3.528609 3.988164 -0.01 0.00 -0.01
As 3.621729 1.208261 -0.620502 0.02 -0.04 0.00
N -0.265978 -4.633322 3.948435 0.01 0.00 0.00
C -1.345493 3.077440 -0.853937 -0.09 -0.10 0.00
C -4.846408 -1.125773 1.427425 0.01 -0.02 -0.02
C -3.280589 2.157836 4.408673 0.05 -0.02 -0.06
C 3.709416 -0.050151 1.927692 0.00 -0.03 -0.01
H 1.278977 1.349064 0.196561 0.12 -0.15 -0.18
N -0.186131 -0.801909 1.966371 -0.19 0.05 0.26
C 3.835366 -0.330317 0.568221 0.02 0.01 0.00
C 1.160644 -0.377098 -1.085998 -0.01 0.08 -0.03
Pt -1.409456 0.429500 0.895122 0.12 -0.06 -0.32
H 3.181649 0.446244 -5.601125 0.00 0.00 0.00
N 1.910054 -1.210785 5.897607 0.05 -0.01 -0.01
O 0.722450 3.802983 -3.375452 0.02 -0.06 0.03
H 4.026131 -3.709696 0.777321 0.00 0.00 0.00
C 4.138352 0.448035 -2.344844 0.01 -0.02 0.00
H -1.064492 -6.238829 -0.584746 0.00 0.00 0.00
C 0.719977 4.232054 -0.778473 -0.06 0.06 0.05
C -1.373103 -0.207927 -2.550935 -0.01 0.05 0.01
H 3.607362 0.978809 2.257744 0.01 0.01 -0.01
C -5.544424 1.397845 4.646788 0.00 0.00 0.00
H 3.559499 -0.838400 3.917800 0.02 -0.02 -0.02
H 2.590110 5.282928 -0.904870 0.01 0.00 0.00
C -6.391037 -0.323077 3.054386 0.00 -0.01 0.00
C 0.460583 -2.168043 4.004697 0.07 0.03 0.07
C 3.958074 -1.657307 0.165038 -0.01 0.01 0.01
H 6.690949 -1.237661 -3.817980 0.00 0.00 0.00
C -6.133490 -1.144309 1.996728 0.00 0.01 0.00
H -4.610031 -1.780427 0.593298 0.02 0.00 -0.01
C -0.242306 -3.190200 -1.800007 0.00 0.01 0.01
H 4.035232 -1.901734 -0.887447 0.01 0.00 -0.01
O -0.344852 5.871559 -2.560474 0.00 0.00 0.01
C -1.551991 -2.984778 0.206096 0.01 0.02 -0.01
H 5.299715 -0.818910 -5.822897 0.00 0.00 0.00
C 1.927285 4.685045 -0.293715 0.00 0.01 0.02
C 3.945849 -2.680342 1.104654 0.00 -0.01 0.00
C 1.375583 3.586073 1.786921 0.01 0.05 0.01
C -4.514933 2.183658 5.070763 -0.01 -0.01 -0.01
C 1.659055 1.028674 -0.776373 0.07 -0.16 -0.05
C 5.756781 -0.697037 -3.728489 0.00 0.00 0.00
C 0.162757 3.136175 1.276137 -0.02 0.21 0.14
C -0.325367 -4.569577 -1.714592 -0.01 -0.01 0.00
H -0.516461 2.559414 1.891260 0.10 0.24 0.04
C -1.393281 1.027217 -4.620063 -0.01 0.02 0.00
H 2.454667 1.266746 -3.412508 -0.01 0.01 0.00
H -2.993787 -1.598937 -2.291066 0.00 0.00 0.01
C 3.802682 -2.390349 2.454465 0.00 0.00 -0.01
H -3.017575 0.608568 -5.953553 0.00 0.00 0.00
C -3.028831 1.350420 3.301117 -0.07 0.07 0.11
I -1.752522 3.384973 5.112460 0.03 -0.01 -0.06
C 3.790225 0.244640 -4.728428 0.01 0.00 -0.01
H 1.635044 3.341525 2.808863 0.00 0.00 0.03
C -2.541604 -0.860737 -2.942763 -0.04 0.03 0.02
H -4.652758 2.836569 5.921497 0.00 0.00 0.00
C 2.254855 4.336213 1.012305 -0.01 0.01 0.01
N -3.886316 -0.348963 1.852972 -0.03 0.00 0.03
S -2.610678 2.025905 -0.299542 0.07 -0.01 -0.01
H -2.153461 -4.823408 1.126018 0.00 0.00 0.00
H -6.892893 -1.804197 1.599387 0.01 0.00 0.00
C 5.342049 -0.239368 -2.485737 0.00 -0.01 0.00
C -4.120623 0.491219 2.888531 -0.05 0.00 0.02
C -1.630259 -4.369121 0.294822 0.00 0.00 0.00
C -0.806246 0.736261 -3.396795 0.03 0.00 -0.03
H -2.030997 -2.365828 0.953527 -0.01 0.02 0.04
C 3.375956 0.699455 -3.483866 0.00 0.00 0.01
H 3.199263 4.658448 1.431538 0.00 0.00 0.00
C 3.685598 -1.071127 2.868069 0.04 0.06 0.00
C -2.553473 0.375789 -5.003454 0.00 0.01 0.00
P -0.649519 -0.577548 -0.930186 -0.09 -0.11 0.04
H 0.290278 -2.735061 -2.627585 0.01 -0.01 0.00
H -0.946243 1.782544 -5.252874 0.00 0.00 0.00
C -0.845529 -2.386378 -0.831552 0.04 -0.01 -0.03
H -7.362705 -0.311097 3.528535 0.00 0.00 0.00
C 0.100043 -1.376023 2.933024 0.09 -0.17 -0.18
H 5.961000 -0.427147 -1.615494 0.00 0.00 0.00
C -3.128102 -0.569384 -4.161945 0.00 -0.01 0.01
H 0.151917 -5.185553 -2.466265 0.00 0.00 0.00
C 1.258675 -1.642779 5.048151 -0.16 -0.02 0.04
H 0.088220 1.272305 -3.115124 0.03 0.04 0.02
C -0.144836 3.448855 -0.036000 -0.10 0.20 0.09
H 3.769299 -3.190009 3.183351 0.00 0.00 0.01
S -0.030199 4.488868 -2.354088 -0.06 -0.04 -0.06
C -5.376186 0.527898 3.545474 0.00 -0.01 -0.01
H 1.485135 -0.726931 -2.068870 0.00 0.00 -0.01